(1)
The following is a quantum chemistry calculation of C2H4N2O2 in the gas phase in a non-equilibrium geometry, from the Open Molecules 2025 dataset.

Computed properties:
Frontier orbital gap = 9.3 eV
SMILES string = C=NO/C=N/O
Highest occupied orbital energy = -8.71 eV
M = 88.07 g mol⁻¹
Total energy = -9206.92495 eV
Energy relative to the best compared isomer or geometry (same formula, charge and spin) = 800.6 kJ/mol
Net charge = 0

Last column: Löwdin charge in e.
Atoms and positions in Å:
C: 2.48922 -0.32725 -0.03210  0.01
N: 1.12670 -0.36356 -0.21527  -0.08
O: 0.42671 0.71920 -0.18422  -0.14
C: -0.96240 0.60914 -0.20723  -0.14
N: -1.71754 -0.47206 -0.29069  -0.11
O: -2.89570 -0.17071 -0.02566  -0.13
H: 3.15964 -1.28816 -0.06405  0.09
H: 2.98391 0.58782 0.37025  0.06
H: -1.25398 1.80932 0.20523  0.21
H: -3.35656 -1.10373 0.44375  0.24

(2)
The following is a quantum chemistry calculation of a molecular structure, C61H57BrN7O2P2Tl in a non-equilibrium geometry, from the Open Molecules 2025 dataset.

Computed properties:
Frontier orbital gap = 7.1 eV
Highest occupied orbital energy = -11.70 eV
M = 1266.41 g mol⁻¹
Total energy = -172007.69893 eV
Energy relative to the best compared isomer or geometry (same formula, charge and spin) = 327.6 kJ/mol
Net charge = +2

Last column: Löwdin charge in e.
Atoms and positions in Å:
Tl: -0.25604 0.31386 -0.78389  0.80
C: -0.75314 -1.29243 4.14822  -0.01
C: -1.79871 -0.62788 4.62585  -0.01
C: -2.64015 0.23868 3.74347  -0.15
C: -2.01777 0.42733 2.32435  -0.28
N: -1.00851 -0.48887 1.85795  0.07
C: -0.41588 -1.20375 2.72283  -0.13
C: -3.10813 0.55430 1.24964  -0.16
C: -4.42954 0.83811 1.58509  0.01
C: -5.41478 0.73234 0.62466  -0.01
C: -5.06483 0.36220 -0.65724  0.01
C: -3.71957 0.19151 -0.95787  -0.19
N: -2.76890 0.28855 -0.01752  0.11
C: -3.30480 -0.12761 -2.36433  -0.19
C: -4.22216 -0.15169 -3.41293  0.01
C: -3.78971 -0.46014 -4.69119  -0.01
C: -2.44858 -0.73256 -4.90666  -0.03
C: -1.60040 -0.67383 -3.81735  -0.21
N: -2.01344 -0.38238 -2.58446  0.01
H: -0.17625 -1.96711 4.76726  0.12
H: -2.10970 -0.74703 5.65718  0.13
H: -3.66342 -0.13955 3.78697  0.14
H: 0.40564 -1.82513 2.36759  0.11
H: -4.71387 1.12180 2.58498  0.11
H: -6.45031 0.91140 0.88171  0.13
H: -5.83358 0.20878 -1.39708  0.11
H: -5.26560 0.06934 -3.25365  0.11
H: -4.49625 -0.48386 -5.51033  0.12
H: -2.06886 -0.97920 -5.88819  0.12
H: -0.53642 -0.86554 -3.93076  0.09
C: 1.24067 -3.17206 -0.83282  -0.28
N: 2.25516 -2.60186 0.05874  -0.15
C: 2.70015 -1.34767 -0.25708  -0.20
P: 2.63717 0.45547 0.75550  1.05
C: 4.03235 0.48273 1.87727  -0.31
C: 3.85714 0.20436 3.23135  -0.12
C: 4.95348 0.14975 4.07322  -0.06
C: 6.23021 0.34859 3.56330  -0.04
C: 6.41066 0.61395 2.21352  -0.04
C: 5.31430 0.68889 1.36782  -0.06
C: 3.05422 1.64359 -0.54300  -0.32
C: 3.24557 2.98669 -0.20302  -0.06
C: 3.65983 3.89830 -1.15984  -0.05
C: 3.89446 3.49142 -2.46475  -0.04
C: 3.71625 2.15978 -2.81115  -0.05
C: 3.30456 1.24005 -1.85970  -0.09
C: 3.00150 -3.45772 0.92772  -0.24
C: 3.37699 -2.99560 2.17759  -0.02
C: 4.12552 -3.79841 3.02712  -0.06
C: 4.48780 -5.07668 2.63472  -0.07
C: 4.10826 -5.54024 1.38173  -0.06
C: 3.37244 -4.73745 0.52341  -0.02
P: -0.49009 -2.48337 -0.72497  1.00
C: -1.10649 -3.31899 -2.23428  -0.34
C: -0.66350 -2.81490 -3.45950  -0.18
C: -1.10880 -3.35577 -4.65444  -0.08
C: -2.02020 -4.40466 -4.64080  -0.05
C: -2.46391 -4.91367 -3.43062  -0.05
C: -2.01094 -4.37588 -2.23146  -0.06
C: -1.23220 -3.47099 0.61653  -0.39
C: -2.58416 -3.23653 0.88103  -0.12
C: -3.23279 -3.90323 1.90731  -0.06
C: -2.52985 -4.79632 2.70797  -0.07
C: -1.18353 -5.02145 2.46846  -0.06
C: -0.53710 -4.36551 1.42596  -0.08
H: 1.18873 -4.24560 -0.67262  0.09
H: 1.55500 -3.03044 -1.87083  0.10
H: 2.23190 -0.99431 -1.16852  0.02
H: 3.79126 -1.24113 -0.23132  0.11
H: 2.86665 0.02789 3.63378  0.09
H: 4.81229 -0.04433 5.12877  0.12
H: 7.08717 0.29682 4.22167  0.12
H: 7.40453 0.77820 1.81957  0.12
H: 5.46037 0.92465 0.32055  0.11
H: 3.08677 3.31931 0.81064  0.10
H: 3.81814 4.93011 -0.87465  0.12
H: 4.23106 4.20498 -3.20523  0.12
H: 3.91217 1.82734 -3.82188  0.12
H: 3.19755 0.21514 -2.17844  0.09
H: 3.06644 -2.01500 2.49868  0.08
H: 4.41348 -3.42232 4.00063  0.11
H: 5.06151 -5.70971 3.29765  0.11
H: 4.39973 -6.53114 1.05954  0.11
H: 3.11864 -5.10419 -0.46234  0.12
H: 0.04484 -1.98979 -3.48058  0.08
H: -0.74678 -2.96243 -5.59579  0.12
H: -2.38044 -4.82301 -5.57125  0.11
H: -3.15909 -5.74303 -3.41373  0.11
H: -2.36163 -4.79428 -1.29688  0.10
H: -3.13257 -2.52593 0.26996  0.10
H: -4.28527 -3.72513 2.08791  0.11
H: -3.03130 -5.31182 3.51660  0.11
H: -0.63027 -5.71661 3.08712  0.11
H: 0.51445 -4.56990 1.26476  0.09
Br: 1.91760 2.25273 5.46191  0.91
C: 0.19970 2.10036 4.68930  -0.56
C: -0.85770 2.28385 5.68965  -0.11
C: -2.13289 2.19391 5.33815  -0.01
C: -2.50414 1.76697 3.96399  -0.17
C: -1.43313 1.83175 2.83181  -0.05
C: -0.01436 1.89216 3.38029  -0.11
C: 1.17686 1.98768 2.47648  -0.48
O: 1.92749 2.90862 2.45200  0.12
O: 1.34784 0.90511 1.62571  -0.26
H: -0.55711 2.53481 6.69649  0.10
H: -2.92148 2.38312 6.05673  0.13
H: -3.41338 2.27418 3.64717  0.14
H: -1.55874 2.63590 2.10637  0.13
C: -1.01544 4.40031 -5.23938  -0.15
C: -1.31292 2.94138 -4.96283  -0.19
N: -0.83433 2.60870 -3.62869  0.08
C: -0.87985 3.46002 -2.55116  -0.38
N: -0.69961 2.94882 -1.36787  -0.02
C: -0.70675 3.85946 -0.23473  -0.24
C: -0.21411 5.24785 -0.59850  -0.15
C: -1.04837 5.76282 -1.75098  -0.15
N: -1.04618 4.78461 -2.83006  -0.04
C: -1.60125 5.21872 -4.10743  -0.15
H: -1.44817 4.70501 -6.19131  0.12
H: 0.06414 4.55561 -5.28360  0.12
H: -0.80272 2.29631 -5.67838  0.12
H: -2.39066 2.75949 -5.05773  0.12
H: -0.89592 1.64304 -3.35858  0.06
H: -0.06600 3.43966 0.54745  0.08
H: -1.71989 3.93322 0.18620  0.11
H: 0.83395 5.18956 -0.90896  0.11
H: -0.28082 5.92616 0.25195  0.12
H: -0.63791 6.69344 -2.14489  0.13
H: -2.07385 5.97003 -1.42114  0.13
H: -1.37252 6.27744 -4.22500  0.13
H: -2.69417 5.11857 -4.10135  0.13

(3)
The following is a quantum chemistry calculation of 11 unconnected molecules or ions with the total composition CH22O12 in a non-equilibrium geometry, from the Open Molecules 2025 dataset.

Computed properties:
Frontier orbital gap = 11.0 eV
SMILES string = O=CO.O.O.O.O.O.O.O.O.O.O
Highest occupied orbital energy = -10.91 eV
M = 226.18 g mol⁻¹
Total energy = -25965.15147 eV
Net charge = 0

Last column: Löwdin charge in e.
Atoms and positions in Å:
O: 0.76600 -0.67829 1.20856  0.00
C: 0.48199 -1.00638 0.07145  -0.38
O: -0.39492 -0.26187 -0.56803  0.03
H: 0.90329 -1.85509 -0.45911  0.16
H: -0.58946 -0.49888 -1.52463  0.07
O: 2.05816 1.09171 -1.06355  -0.05
H: 1.91290 0.76360 -0.17209  0.00
H: 2.92763 0.75269 -1.31775  0.04
O: -3.00555 0.49644 1.08326  -0.08
H: -2.19266 0.65878 1.61042  0.00
H: -3.04806 1.32225 0.55805  0.03
O: 0.99846 4.06162 -1.87147  -0.06
H: 1.37115 3.26153 -1.48023  0.00
H: 0.85852 3.83613 -2.79348  0.04
O: -3.23227 -2.03875 -1.43001  -0.05
H: -3.59281 -1.25181 -1.04654  0.03
H: -2.73384 -2.47352 -0.71555  0.01
O: 4.01011 -0.23730 0.40224  -0.06
H: 4.04490 -0.03485 1.34549  0.04
H: 3.81254 -1.19016 0.51100  0.05
O: -1.06060 -1.03848 -2.99976  -0.04
H: -1.58900 -0.22906 -3.04553  0.07
H: -1.69151 -1.73431 -2.71443  0.05
O: -1.64330 2.08419 -0.90269  -0.05
H: -0.95393 1.60830 -0.44280  0.00
H: -1.21488 2.89968 -1.20751  0.04
O: -1.46099 -2.57583 0.66728  -0.04
H: -1.37135 -3.12842 1.46148  0.09
H: -1.86080 -1.79664 1.09764  0.06
O: 2.90484 -1.68199 2.46898  -0.05
H: 2.84844 -1.92605 3.38187  0.04
H: 2.49241 -0.81303 2.40320  0.02
O: -0.61575 1.19570 2.56267  -0.05
H: -0.14311 0.62018 1.95116  -0.02
H: 0.00343 1.79791 2.97046  0.05

Q: Number 3 is which compound?
A: CH22O12